(1)
The following is a quantum chemistry calculation of a cluster of 2 separate species, C3H10N2O2 in total at a distorted geometry, from the Open Molecules 2025 dataset.

Last column: Mulliken charge in e.
Geometry (Å):
C  2.434  -1.313  -0.591  -0.995
C  1.316  -1.053  0.456  -0.453
N  0.102  -0.633  -0.257  -0.122
C  -0.076  0.708  -0.399  0.332
N  0.025  1.447  0.818  -0.445
O  -0.232  1.362  -1.408  -0.613
H  2.948  -2.258  -0.503  0.358
H  1.981  -1.310  -1.591  0.305
H  3.179  -0.519  -0.577  0.254
H  1.587  -0.361  1.240  0.411
H  1.285  -2.006  1.031  0.277
H  -0.252  -1.202  -1.008  0.263
H  0.165  2.423  0.618  0.255
H  -0.787  1.311  1.400  0.168
O  -3.290  -0.323  1.019  -0.642
H  -3.006  0.566  0.760  0.319
H  -2.402  -0.631  1.273  0.326

Summary:
* orbital gap: 10.380 eV
* total charge: 0
* SMILES: CCNC(N)=O.O
* HOMO energy: -9.714 eV

=====

(2)
The following is a quantum chemistry calculation of the molecule C3H9NOS at a distorted geometry, from the Open Molecules 2025 dataset.

Last column: Mulliken charge in e.
Geometry (Å):
O  -1.064  -2.307  0.599  -0.533
C  -1.636  -1.196  -0.045  -0.521
N  -0.829  -0.018  0.149  -0.193
C  0.590  -0.125  0.039  -0.268
C  1.239  1.170  0.513  -0.809
S  0.666  2.562  -0.591  -0.258
H  -0.591  -2.855  -0.025  0.326
H  -2.710  -1.151  0.122  0.332
H  -1.636  -1.396  -1.139  0.335
H  -1.248  0.826  -0.202  0.167
H  0.952  -0.252  -0.991  0.231
H  0.975  -0.893  0.685  0.292
H  2.307  1.237  0.317  0.408
H  1.107  1.441  1.558  0.366
H  1.879  2.958  -0.989  0.123

Summary:
* orbital gap: 9.444 eV
* total charge: 0
* SMILES: OCNCCS
* HOMO energy: -8.587 eV

=====

(3)
The following is a quantum chemistry calculation of a structure of composition C22H31BBrNO4PV at a distorted geometry, from the Open Molecules 2025 dataset.

Last column: Mulliken spin population.
Geometry (Å):
V  -1.156  0.899  1.025  2.896
N  -3.174  1.351  1.823  0.019
C  -4.106  1.594  0.724  0.005
C  -3.361  2.044  -0.540  0.004
O  -3.927  2.733  -1.371  0.007
O  -2.152  1.595  -0.622  -0.038
H  -3.443  0.573  2.422  0.002
H  -3.061  2.163  2.429  0.012
H  -4.880  2.330  0.978  -0.001
H  -4.605  0.650  0.486  -0.007
O  -0.532  -2.240  1.767  -0.025
B  -1.477  -1.148  1.555  -0.062
O  -2.732  -1.662  2.086  0.012
C  -2.510  -2.898  2.580  0.003
C  -3.401  -3.753  3.188  0.004
C  -2.907  -4.991  3.611  0.000
C  -1.576  -5.338  3.418  0.001
C  -0.683  -4.462  2.795  0.002
C  -1.178  -3.245  2.384  -0.002
H  -4.433  -3.470  3.332  0.000
H  -3.575  -5.687  4.099  0.000
H  -1.223  -6.301  3.760  0.000
H  0.355  -4.718  2.642  0.000
C  1.572  -1.854  -0.653  0.014
C  2.290  -0.519  -0.422  0.004
C  2.918  -0.535  0.975  0.004
C  3.371  -0.385  -1.495  -0.001
P  1.014  0.823  -0.451  0.120
C  0.415  0.701  -2.193  -0.058
C  0.809  1.463  -3.289  -0.004
C  0.286  1.228  -4.553  0.001
C  -0.631  0.208  -4.750  -0.001
C  -1.031  -0.565  -3.671  0.017
C  -0.523  -0.310  -2.409  0.017
C  1.848  2.493  -0.276  -0.002
C  0.751  3.507  -0.634  0.011
C  2.224  2.709  1.199  0.017
C  3.117  2.796  -1.085  -0.003
H  2.304  -2.645  -0.476  0.001
H  1.226  -1.950  -1.684  0.001
H  0.736  -2.008  0.023  -0.002
H  3.523  -1.439  1.078  0.002
H  2.160  -0.547  1.758  0.009
H  3.573  0.321  1.142  0.003
H  3.993  -1.285  -1.466  0.001
H  4.029  0.470  -1.345  0.000
H  2.939  -0.317  -2.493  -0.001
H  1.518  2.270  -3.178  0.001
H  0.599  1.848  -5.382  0.000
H  -1.041  0.026  -5.735  0.000
H  -1.764  -1.350  -3.799  0.001
H  -0.882  -0.887  -1.564  -0.007
H  -0.123  3.421  0.017  0.001
H  0.390  3.420  -1.658  -0.002
H  1.161  4.509  -0.483  0.002
H  1.470  2.355  1.899  -0.006
H  2.344  3.783  1.362  0.001
H  3.176  2.235  1.440  0.004
H  3.047  2.615  -2.155  0.001
H  3.970  2.232  -0.707  0.000
H  3.354  3.854  -0.946  0.000
Br  -0.392  1.287  3.488  0.023

Summary:
* orbital gap (spin up / spin down): 6.360 / 7.612 eV
* total charge: -1
* 2S+1: 4
* HOMO energy (spin up / spin down): -3.647 / -4.901 eV

=====

(4)
The following is a quantum chemistry calculation of the molecule C5H9NO3 at a distorted geometry, from the Open Molecules 2025 dataset.

Last column: Mulliken charge in e.
Geometry (Å):
O  -0.305  -1.895  0.453  -0.746
C  -0.734  -0.755  0.568  0.417
O  -1.968  -0.441  0.675  -0.701
C  0.351  0.352  0.259  0.596
N  1.307  -0.103  -0.919  0.096
O  2.014  -1.266  -0.430  -0.401
C  1.157  0.754  1.632  -0.726
C  0.460  2.027  1.656  -0.481
C  -0.079  1.882  0.222  -0.985
H  0.820  -0.326  -1.796  0.332
H  1.851  0.693  -1.109  0.430
H  1.448  -1.835  0.095  0.440
H  0.829  0.201  2.571  0.227
H  2.261  0.689  1.522  0.289
H  -0.326  1.979  2.458  0.236
H  0.971  2.917  1.887  0.364
H  -1.101  2.046  0.113  0.345
H  0.570  2.608  -0.332  0.268

Summary:
* orbital gap: 8.754 eV
* total charge: 0
* SMILES: O=C([O-])C1([NH2+]O)CCC1
* HOMO energy: -8.790 eV

=====

(5)
The following is a quantum chemistry calculation of a structure of composition C35H64N4O6P4Pd at a distorted geometry, from the Open Molecules 2025 dataset.

Last column: Mulliken spin population.
Geometry (Å):
Pd  -0.103  -0.056  -0.237  1.111
C  -1.914  -3.097  0.694  0.050
P  -2.072  -1.530  -0.220  0.297
C  -3.172  -0.591  0.939  0.040
N  -4.186  -1.174  1.475  0.258
C  -5.007  -0.639  2.368  0.044
C  -6.116  -1.298  2.926  0.033
C  -6.897  -0.663  3.853  -0.003
C  -6.595  0.651  4.280  -0.012
C  -5.530  1.337  3.762  0.028
C  -4.710  0.734  2.794  0.036
N  -3.675  1.310  2.197  0.374
C  -2.909  0.781  1.317  0.041
P  -1.595  1.746  0.429  0.240
C  -2.680  2.626  -0.754  0.012
C  -0.912  3.070  1.585  0.075
C  -0.274  2.391  2.795  -0.003
C  0.181  3.742  0.738  0.043
C  -2.003  4.053  1.987  0.013
C  -3.145  -1.941  -1.730  0.031
C  -4.481  -2.568  -1.350  0.012
C  -2.316  -2.938  -2.548  0.013
C  -3.346  -0.639  -2.505  0.022
H  -2.908  -3.498  0.890  0.001
H  -1.397  -2.935  1.636  -0.002
H  -1.350  -3.807  0.088  0.001
H  -6.338  -2.304  2.595  0.006
H  -7.759  -1.171  4.265  0.001
H  -7.226  1.122  5.023  0.000
H  -5.312  2.351  4.072  0.005
H  -3.567  2.993  -0.241  0.009
H  -2.978  1.954  -1.557  0.000
H  -2.155  3.479  -1.185  -0.001
H  0.479  1.667  2.491  0.018
H  -1.013  1.881  3.417  0.000
H  0.215  3.148  3.410  0.001
H  0.882  3.003  0.338  -0.007
H  0.749  4.423  1.374  0.001
H  -0.229  4.339  -0.079  0.007
H  -2.855  3.551  2.447  0.005
H  -2.354  4.654  1.148  0.000
H  -1.600  4.739  2.735  0.004
H  -4.357  -3.531  -0.856  0.000
H  -5.035  -2.759  -2.273  0.003
H  -5.100  -1.920  -0.734  0.000
H  -2.279  -3.921  -2.079  0.001
H  -1.293  -2.587  -2.719  0.004
H  -2.788  -3.068  -3.523  0.000
H  -3.996  0.051  -1.964  0.000
H  -3.823  -0.854  -3.462  0.001
H  -2.389  -0.146  -2.704  -0.011
C  -0.808  -3.278  5.808  0.000
C  -0.919  -2.139  4.819  0.002
C  -2.333  -1.927  4.309  0.001
O  -0.039  -2.457  3.682  0.009
P  0.775  -1.385  2.870  0.012
O  -0.109  -0.630  1.919  -0.006
C  1.971  -2.407  1.962  -0.002
P  2.857  -1.422  0.711  0.035
O  2.001  -0.393  0.038  0.002
O  3.366  -2.376  -0.416  0.009
C  4.245  -3.564  -0.394  0.000
C  3.388  -4.814  -0.300  0.000
C  5.302  -3.512  0.688  0.000
O  4.027  -0.777  1.517  0.001
C  4.720  0.447  1.059  0.002
C  6.167  0.344  1.482  0.000
C  4.022  1.661  1.648  0.004
O  1.499  -0.406  3.847  0.008
C  2.140  -0.836  5.130  0.001
C  3.647  -0.912  4.978  0.000
C  1.751  0.161  6.200  0.000
H  -1.450  -3.088  6.666  0.000
H  0.215  -3.391  6.166  0.000
H  -1.111  -4.214  5.339  0.000
H  -0.569  -1.209  5.263  -0.001
H  -2.729  -2.848  3.875  -0.001
H  -2.350  -1.129  3.561  0.000
H  -2.970  -1.637  5.145  0.000
H  1.433  -3.204  1.444  -0.003
H  2.686  -2.864  2.650  0.000
H  4.728  -3.529  -1.369  0.000
H  3.031  -4.983  0.718  0.000
H  3.989  -5.675  -0.590  0.000
H  2.537  -4.753  -0.981  0.000
H  4.862  -3.515  1.688  0.000
H  5.933  -2.632  0.583  0.000
H  5.938  -4.391  0.594  0.000
H  4.638  0.491  -0.031  -0.001
H  6.239  0.208  2.562  0.000
H  6.699  1.252  1.204  0.000
H  6.664  -0.502  1.010  0.000
H  4.124  1.662  2.732  0.000
H  2.961  1.656  1.391  0.005
H  4.482  2.565  1.252  0.000
H  1.748  -1.827  5.369  0.000
H  4.074  0.089  4.939  0.000
H  3.937  -1.461  4.086  0.000
H  4.063  -1.418  5.848  0.000
H  2.075  1.165  5.923  0.000
H  2.249  -0.116  7.128  0.000
H  0.679  0.186  6.390  0.000
C  -0.045  2.564  -3.234  0.011
C  0.367  1.164  -3.370  0.242
N  0.355  0.231  -2.389  0.151
C  0.851  -0.888  -2.942  0.300
C  1.143  -0.658  -4.309  0.312
N  0.828  0.624  -4.538  -0.016
H  -0.143  2.815  -2.181  0.003
H  -0.999  2.733  -3.748  0.037
H  0.690  3.226  -3.703  0.020
H  1.025  -1.781  -2.362  0.073
H  1.531  -1.315  -5.077  -0.008
H  0.941  1.114  -5.423  -0.002

Summary:
* orbital gap (spin up / spin down): 7.534 / 4.873 eV
* total charge: +4
* 2S+1: 5
* HOMO energy (spin up / spin down): -18.683 / -19.301 eV

=====

(6)
The following is a quantum chemistry calculation of the ion C3H5ClNS with charge +1, from the Open Molecules 2025 dataset.

Last column: Mulliken charge in e.
Geometry (Å):
Cl  2.317  -1.232  0.457  0.119
N  0.998  -0.261  0.072  0.006
C  1.069  1.021  -0.092  0.060
S  -0.398  1.775  -0.480  0.043
C  -1.274  0.271  0.141  -0.536
C  -0.336  -0.863  -0.215  -0.472
H  2.010  1.545  0.019  0.400
H  -2.261  0.217  -0.305  0.412
H  -1.305  0.391  1.223  0.322
H  -0.471  -1.715  0.446  0.328
H  -0.349  -1.150  -1.267  0.320

Summary:
* orbital gap: 9.647 eV
* total charge: +1
* HOMO energy: -14.639 eV

=====

For each record above, in turn, the calculated energy relative to the best compared isomer or geometry (same formula, charge and spin) values are 110.7; 141.2; 0.0; 520.7; 0.0; 115.9 kJ/mol.